A structure of composition C27H42N3PdSSbSi3. Source: the Open Molecules 2025 dataset; level of theory: ωB97M-V/def2-TZVPD.

Its multiplicity is 5. As for the expectation value of S²: 6.041. As for the energy above the lowest of the compared OMol25 structures with the same formula, charge and spin: 0.977 eV. As for the net charge: +2.

Each line ends with the Löwdin charge.
Element x y z (Å)
1 Pd 0.375 1.279 1.243  0.540
2 C 2.025 -1.751 -2.006  -0.231
3 Sb 0.672 -0.336 -1.095  1.608
4 C 2.047 -0.215 0.615  -0.391
5 C 2.974 0.882 0.343  -0.485
6 C 4.360 0.754 0.258  -0.008
7 C 5.122 1.891 0.047  -0.016
8 C 4.489 3.121 -0.067  -0.018
9 C 3.106 3.170 0.028  -0.099
10 N 2.371 2.078 0.207  0.019
11 Si 2.059 -0.994 2.371  0.465
12 C 2.992 -2.626 2.341  -0.159
13 C 3.018 0.253 3.415  -0.164
14 C 0.270 -1.180 2.998  -0.187
15 C -1.310 -1.293 -1.106  -0.513
16 C -2.183 -0.558 -0.152  -0.440
17 C -3.516 -0.955 0.033  -0.032
18 C -4.371 -0.192 0.799  -0.008
19 C -3.916 1.003 1.340  -0.025
20 C -2.602 1.347 1.116  -0.135
21 N -1.744 0.573 0.427  -0.011
22 Si -1.978 -0.741 -2.888  0.479
23 C -0.642 -0.968 -4.195  -0.180
24 C -3.513 -1.729 -3.320  -0.146
25 C -2.354 1.101 -2.723  -0.160
26 Si -1.179 -3.235 -0.900  0.507
27 C 0.031 -3.573 0.507  -0.169
28 C -0.594 -4.028 -2.502  -0.161
29 C -2.819 -4.055 -0.469  -0.159
30 H 3.022 -1.317 -1.951  0.021
31 H 1.764 -1.925 -3.048  0.008
32 H 1.998 -2.683 -1.443  0.021
33 H 4.811 -0.224 0.368  0.129
34 H 6.199 1.825 -0.026  0.127
35 H 5.048 4.030 -0.239  0.120
36 H 2.569 4.106 -0.056  0.108
37 H 4.067 -2.440 2.289  0.039
38 H 2.722 -3.277 1.511  0.019
39 H 2.801 -3.172 3.269  0.049
40 H 4.080 0.226 3.165  0.042
41 H 2.926 0.022 4.478  0.053
42 H 2.662 1.271 3.260  -0.012
43 H -0.487 -1.184 2.211  0.001
44 H 0.031 -0.389 3.711  0.011
45 H 0.172 -2.125 3.538  0.049
46 H -3.869 -1.852 -0.451  0.084
47 H -5.395 -0.509 0.952  0.129
48 H -4.563 1.653 1.912  0.120
49 H -2.214 2.293 1.464  0.074
50 H -0.252 -1.985 -4.242  0.019
51 H 0.196 -0.278 -4.055  0.021
52 H -1.077 -0.744 -5.171  0.054
53 H -3.363 -2.805 -3.222  0.022
54 H -3.762 -1.532 -4.365  0.053
55 H -4.381 -1.446 -2.724  0.042
56 H -1.537 1.638 -2.232  0.014
57 H -3.266 1.284 -2.150  0.043
58 H -2.496 1.543 -3.711  0.049
59 H 0.831 -2.834 0.562  -0.036
60 H 0.492 -4.554 0.371  0.059
61 H -0.475 -3.592 1.474  0.045
62 H 0.373 -3.675 -2.859  0.012
63 H -1.319 -3.904 -3.309  0.035
64 H -0.499 -5.101 -2.321  0.055
65 H -3.212 -3.772 0.508  0.043
66 H -2.615 -5.129 -0.437  0.055
67 H -3.598 -3.903 -1.217  0.033
68 S 0.150 2.545 3.195  0.872
69 C -0.059 4.008 2.275  -0.701
70 C -0.104 5.272 2.861  -0.046
71 C -0.186 6.369 2.018  -0.019
72 C -0.226 6.166 0.647  -0.004
73 C -0.206 4.859 0.156  -0.112
74 N -0.128 3.803 0.949  -0.014
75 H -0.066 5.383 3.936  0.121
76 H -0.217 7.368 2.432  0.128
77 H -0.275 7.005 -0.033  0.124
78 H -0.256 4.657 -0.908  0.124